Below is C47H120As2F12N7O12 as an isolated structure, with properties calculated with ωB97M-V/def2-TZVPD.

CARTESIAN COORDINATES (ANGSTROEM)
As -9.479 -10.970 24.849
As -15.082 -11.334 21.183
F -15.419 -10.809 19.618
F -8.439 -11.238 26.143
F -10.372 -12.313 25.220
F -14.498 -12.831 20.576
F -15.586 -9.824 21.807
F -8.553 -11.893 23.780
F -16.692 -11.907 21.331
F -10.571 -10.392 23.547
F -8.381 -9.609 24.350
F -14.850 -11.862 22.887
F -10.377 -9.939 25.939
F -13.515 -10.707 21.042
O -12.096 -7.157 25.554
O -12.008 -8.480 16.785
O -10.573 -11.034 29.310
O -11.478 -5.799 22.620
O -18.350 -13.510 14.361
O -17.157 -20.499 24.856
O -15.731 -11.360 29.488
O -13.454 -12.776 16.001
O -15.053 -6.018 15.161
O -18.437 -12.065 18.678
O -22.914 -14.330 17.222
O -14.954 -16.002 25.312
N -15.894 -12.703 14.808
N -16.059 -18.321 25.727
N -13.251 -10.642 29.597
N -9.732 -7.122 24.289
N -20.850 -13.425 18.465
N -13.432 -6.375 17.334
N -10.435 -16.021 22.802
C -13.410 -7.495 18.348
C -12.162 -18.210 20.737
C -9.344 -16.660 23.695
C -9.127 -6.363 23.146
C -10.208 -5.287 22.739
C -12.488 -4.792 22.885
C -24.204 -14.741 16.796
C -15.482 -10.195 28.680
C -15.336 -14.699 25.785
C -15.529 -19.606 26.303
C -9.187 -11.378 29.545
C -10.704 -8.891 16.503
C -7.983 -15.963 23.824
C -16.473 -20.807 26.099
C -15.670 -16.437 24.158
C -11.392 -12.065 28.771
C -18.835 -12.929 19.804
C -17.132 -11.809 29.503
C -11.442 -18.192 22.120
C -12.664 -11.328 28.375
C -12.172 -8.330 18.165
C -14.813 -5.857 13.736
C -15.053 -11.467 14.841
C -14.283 -9.612 29.343
C -12.859 -13.067 17.327
C -10.935 -14.564 20.949
C -19.761 -13.687 14.184
C -15.757 -17.986 24.332
C -18.537 -10.651 19.028
C -11.072 -6.906 26.388
C -17.494 -14.107 13.449
C -16.326 -13.115 13.421
C -14.106 -11.489 16.053
C -17.625 -21.664 24.210
C -7.157 -16.744 24.838
C -10.036 -15.731 21.362
C -10.762 -14.584 23.414
C -14.552 -5.353 17.323
C -12.264 -19.615 20.084
C -14.780 -4.810 15.890
C -11.249 -13.752 22.222
C -22.135 -15.395 17.666
C -20.789 -14.902 18.146
C -13.091 -7.971 26.129
C -20.341 -12.908 19.848
C -11.674 -16.850 22.847
C -9.902 -6.383 25.590
H -10.396 -13.928 20.203
H -12.079 -12.289 17.509
H -17.613 -10.291 19.525
H -9.294 -8.066 24.397
H -18.778 -10.067 18.122
H -14.596 -19.763 25.789
H -19.982 -15.033 17.452
H -15.311 -10.507 27.602
H -13.395 -10.657 15.966
H -22.656 -15.891 18.548
H -14.388 -7.987 18.276
H -6.190 -16.318 25.095
H -14.551 -9.163 30.305
H -13.474 -5.260 22.886
H -12.506 -4.076 22.083
H -6.995 -17.757 24.460
H -12.736 -20.414 20.740
H -10.173 -4.504 23.476
H -20.800 -13.571 20.619
H -13.399 -12.026 27.977
H -9.835 -14.248 23.783
H -10.990 -12.640 27.940
H -7.695 -16.769 25.772
H -20.494 -15.287 19.114
H -11.639 -17.656 20.013
H -13.667 -13.043 18.116
H -9.909 -4.772 21.825
H -9.799 -16.672 24.695
H -11.307 -7.781 18.560
H -13.859 -4.438 15.490
H -10.677 -7.396 24.008
H -15.394 -14.055 24.911
H -9.056 -7.108 22.325
H -20.236 -13.659 15.154
H -16.264 -9.407 28.703
H -17.227 -12.399 30.433
H -14.558 -14.437 26.496
H -17.154 -20.941 26.948
H -8.716 -10.551 30.058
H -9.978 -8.250 17.066
H -11.246 -6.167 27.185
H -18.686 -21.524 23.942
H -10.235 -16.608 20.779
H -12.481 -16.235 22.379
H -8.921 -6.453 26.072
H -13.437 -6.750 16.395
H -10.719 -7.778 27.005
H -16.594 -18.436 23.796
H -14.624 -11.399 16.997
H -12.432 -10.247 30.116
H -9.962 -5.338 25.281
H -8.979 -15.474 21.415
H -13.888 -8.138 25.437
H -11.511 -12.756 29.536
H -10.591 -9.893 17.000
H -17.645 -10.826 29.500
H -17.068 -21.846 23.276
H -14.070 -5.021 13.538
H -16.725 -12.228 12.918
H -10.395 -18.527 22.119
H -12.936 -19.517 19.248
H -16.784 -12.621 15.265
H -12.521 -5.908 17.366
H -13.619 -11.410 30.160
H -14.360 -4.572 18.040
H -12.412 -14.066 17.253
H -15.774 -5.629 13.235
H -11.831 -14.957 20.505
H -12.594 -8.940 26.371
H -18.410 -13.931 19.762
H -18.462 -12.477 20.701
H -13.881 -8.826 28.716
H -24.892 -14.914 17.640
H -15.591 -4.083 15.815
H -11.587 -14.763 24.058
H -20.087 -12.860 13.580
H -21.780 -13.127 18.118
H -7.509 -15.999 22.852
H -17.274 -15.136 13.803
H -15.453 -5.853 17.717
H -17.071 -18.149 25.785
H -19.320 -10.545 19.776
H -8.156 -5.945 23.314
H -15.502 -13.495 12.855
H -9.073 -17.653 23.372
H -14.525 -11.470 13.848
H -24.125 -15.694 16.322
H -20.157 -12.956 17.857
H -17.858 -14.044 12.422
H -8.707 -11.490 28.589
H -10.536 -8.868 15.411
H -10.611 -12.870 22.215
H -16.296 -14.784 26.261
H -12.319 -4.302 23.820
H -15.758 -10.636 14.872
H -13.465 -7.501 27.044
H -11.793 -17.059 23.931
H -8.084 -14.894 24.113
H -12.283 -13.386 22.353
H -20.772 -11.880 19.914
H -11.927 -18.926 22.764
H -15.241 -16.252 23.137
H -12.314 -9.301 18.667
H -12.447 -10.543 27.665
H -17.337 -12.522 28.632
H -22.015 -16.194 16.910
H -24.619 -13.967 16.199
H -9.090 -12.317 30.117
H -14.365 -6.753 13.333
H -15.356 -19.331 27.340
H -13.139 -17.701 20.836
H -15.682 -17.511 26.288
H -16.643 -15.942 24.236
H -15.359 -13.469 15.127
H -19.931 -14.632 13.662
H -15.873 -21.691 25.956
H -13.405 -7.103 19.351
H -11.348 -20.058 19.664
H -17.467 -22.580 24.768
H -14.843 -18.518 24.024

Forces on atoms 1 to 3 (eV/Å):
1.18 4.03 -1.68
0.26 0.02 3.18
-0.38 0.44 -2.08

## Properties
charge	+5
orbital gap	9.79	eV
2S+1	1

Below is C47H28BrN10Re as an isolated structure, with properties calculated with ωB97M-V/def2-TZVPD.

CARTESIAN COORDINATES (ANGSTROEM)
Re -1.251 -0.481 0.465
Br -3.521 -1.312 -0.608
N -3.526 5.330 1.013
N 1.549 -1.316 -1.126
N 0.668 2.527 1.612
N 0.776 -3.617 -0.564
N 3.287 0.327 -1.652
N -2.278 1.420 0.361
N -0.199 0.301 2.026
N -0.370 -2.237 1.088
N 1.784 1.083 0.041
N -0.954 -1.577 3.363
C -0.093 -3.446 0.451
C 2.729 -3.179 -1.962
C 1.842 3.346 -0.398
C 1.554 -2.835 -1.179
C -4.147 -0.306 -3.196
C -0.086 -0.237 -4.306
C 3.535 -2.061 -2.163
C 4.769 -2.153 -2.804
C -2.293 3.728 -0.279
C -0.382 2.862 5.896
C -1.303 -4.694 3.628
C -0.173 1.836 3.772
C -3.785 0.116 -4.496
C -1.249 -6.052 3.490
C -3.131 4.060 0.794
C -0.613 -0.351 3.217
C 3.325 3.455 -2.320
C -0.384 -5.900 1.214
C -0.949 0.515 5.640
C 3.141 -4.432 -2.404
C -0.462 -4.496 1.327
C -0.908 -3.906 2.526
C 0.146 1.610 2.351
C -3.549 3.007 1.631
C -1.776 -0.423 -2.577
C 1.663 4.722 -0.399
C -0.832 1.649 6.430
C 2.317 5.454 -1.378
C -3.106 1.739 1.384
C -0.775 -0.655 -1.558
C -0.034 2.969 4.557
C 2.586 1.314 -1.022
C 3.138 4.828 -2.326
C 1.338 2.276 0.460
C -0.786 -2.509 2.357
C -2.468 0.175 -4.850
C 0.485 -0.829 -2.054
C 4.359 -4.522 -3.052
C -1.896 2.429 -0.445
C 2.663 2.723 -1.341
C 0.851 -0.640 -3.409
C -0.787 -6.650 2.283
C -1.446 -0.135 -3.917
C -3.150 -0.553 -2.308
C -0.616 0.640 4.302
C 5.170 -3.393 -3.253
C 2.907 -0.884 -1.615
H -4.559 0.345 -5.216
H 6.121 -3.501 -3.757
H 3.640 5.431 -3.071
H -1.633 -4.230 4.547
H -0.025 -6.362 0.304
H -1.941 4.484 -0.969
H 1.045 5.202 0.350
H -2.185 0.434 -5.863
H -1.085 1.596 7.481
H -3.412 0.920 2.024
H -0.753 -7.730 2.217
H -0.296 3.724 6.543
H 2.520 -5.301 -2.235
H 4.700 -5.485 -3.408
H 3.966 2.971 -3.045
H -1.554 -6.689 4.309
H 2.203 6.530 -1.408
H 0.189 -0.044 -5.335
H 1.380 -0.896 -0.195
H -1.236 2.156 -1.261
H -4.099 5.566 1.803
H 0.334 3.895 4.134
H 1.871 -0.786 -3.734
H 5.382 -1.272 -2.942
H -5.185 -0.455 -2.931
H -3.203 6.080 0.430
H -1.281 -0.431 6.045
H -4.209 3.190 2.468

Forces on atoms 1 to 3 (eV/Å):
-0.37 -0.47 0.16
0.24 0.12 0.32
-0.01 -0.02 0.02

## Properties
charge	+1
orbital gap (spin up / spin down)	5.13 / 4.79	eV
ΔE to the lowest compared entry with this formula, charge and spin	5.9	kcal per mole
2S+1	4

Number 1: E_tot -239928.6932 eV. Number 2: E_tot -136261.7404 eV.